[1]
{"formula": "C32H33N7ORhS", "method": "ωB97M-V with the def2-TZVPD basis set", "symbols": ["Rh", "C", "C", "C", "C", "C", "N", "C", "C", "C", "C", "C", "C", "C", "N", "C", "C", "C", "N", "C", "C", "N", "C", "C", "C", "N", "H", "H", "H", "H", "H", "H", "H", "H", "H", "H", "H", "H", "H", "H", "H", "H", "H", "H", "C", "C", "N", "C", "C", "C", "S", "N", "C", "O", "C", "C", "C", "C", "C", "C", "H", "H", "H", "H", "H", "H", "H", "H", "H", "H", "H", "H", "H", "H", "H"], "xyz": [[-0.00145, 0.19307, 0.03685], [-1.65735, 6.80597, -2.17755], [-1.63945, 5.42177, -1.62305], [-2.73335, 4.57827, -1.82145], [-2.70945, 3.29657, -1.34585], [-1.60565, 2.77607, -0.63215], [-1.66145, 1.46697, -0.27025], [-2.81945, 0.97677, 0.22915], [-3.61095, 1.81727, 1.05235], [-4.80535, 1.41077, 1.57185], [-5.28995, 0.12557, 1.30885], [-6.61725, -0.28243, 1.85005], [-4.51075, -0.73213, 0.54645], [-3.29585, -0.34393, -0.01175], [-2.60625, -1.21623, -0.85675], [-3.07695, -2.35933, -1.41525], [-2.08455, -2.87053, -2.21285], [-1.02135, -1.97203, -2.09525], [-1.35315, -0.98113, -1.28075], [-0.50785, 3.64077, -0.39735], [-0.55035, 4.93307, -0.91685], [0.56035, 3.25747, 0.42605], [1.60785, 4.02827, 0.81465], [2.34255, 3.30697, 1.72435], [1.67895, 2.08347, 1.84135], [0.60195, 2.07607, 1.06575], [-2.68045, 7.16517, -2.25435], [-1.22765, 6.79977, -3.17965], [-1.08275, 7.50077, -1.57065], [-3.59485, 4.93977, -2.36005], [-3.54325, 2.63677, -1.52685], [-3.23525, 2.80647, 1.26325], [-5.38635, 2.08337, 2.18265], [-7.27855, 0.57957, 1.90995], [-6.49665, -0.68163, 2.85735], [-7.09055, -1.04443, 1.23715], [-4.87405, -1.73223, 0.38355], [-4.06225, -2.73493, -1.23925], [-2.12425, -3.76303, -2.79715], [-0.06945, -1.99863, -2.58695], [0.28105, 5.59687, -0.75455], [1.78125, 5.01827, 0.45045], [3.21865, 3.62767, 2.24665], [1.92065, 1.22997, 2.45185], [5.68405, 0.84997, 0.84995], [5.04665, 0.34807, -0.44395], [4.35305, -0.91153, -0.26875], [5.17925, -2.07453, 0.01865], [5.15995, -2.49833, 1.48275], [3.03345, -1.04943, -0.39375], [2.13775, 0.28167, -1.10775], [2.48685, -2.21103, -0.15015], [1.27415, -2.49313, 0.30645], [0.55035, -1.67673, 0.93385], [0.83975, -3.89863, 0.17565], [1.73705, -4.88933, -0.21545], [1.31615, -6.20183, -0.31165], [-0.00575, -6.53393, -0.05155], [-0.90725, -5.54893, 0.32275], [-0.48425, -4.23943, 0.45165], [5.96095, 1.89317, 0.72815], [6.57925, 0.28877, 1.10245], [4.98535, 0.78117, 1.67905], [5.81965, 0.21597, -1.20435], [4.33235, 1.08587, -0.80755], [6.19625, -1.81973, -0.28385], [4.83045, -2.90503, -0.60135], [5.47055, -1.68213, 2.12765], [5.83925, -3.33363, 1.62885], [4.16345, -2.81483, 1.77545], [2.75975, -4.61903, -0.42475], [2.01755, -6.97193, -0.59355], [-0.33075, -7.56103, -0.13675], [-1.94135, -5.80293, 0.50705], [-1.17245, -3.47453, 0.78075]], "forces_ev_per_angstrom": [[-1.778, 1.350, -0.502], [0.100, 0.087, -0.172], [0.151, -0.283, 0.275], [0.243, 0.053, 0.132], [0.447, -0.079, 0.012], [0.364, 1.422, -0.452], [3.195, -1.006, -0.239], [-1.700, -1.316, 0.620], [0.530, -0.441, -0.119], [-0.175, -0.415, -0.214], [0.313, 0.146, -0.247], [-0.072, -0.159, 0.226], [-0.136, 0.132, 0.211], [-0.283, 1.832, 0.821], [0.141, -0.812, -0.378], [0.445, 0.096, -0.154], [0.044, 0.234, -0.019], [-0.412, -0.222, -0.191], [1.313, 0.049, 0.925], [-1.646, -0.274, -0.590], [-0.142, 0.127, -0.136], [0.851, 0.189, 0.110], [-0.075, -0.536, 0.133], [-0.125, -0.272, 0.082], [0.224, 0.506, 0.151], [0.191, -1.804, -0.277], [-0.017, 0.117, -0.015], [0.001, 0.130, -0.081], [0.028, 0.061, 0.048], [-0.129, 0.031, -0.089], [-0.075, -0.058, -0.021], [0.024, 0.075, 0.013], [-0.078, 0.115, 0.081], [-0.083, -0.036, 0.010], [-0.131, -0.057, 0.081], [-0.058, -0.067, -0.034], [-0.095, -0.189, -0.057], [-0.235, 0.105, 0.043], [-0.011, -0.235, -0.180], [0.305, 0.069, 0.083], [0.121, 0.157, 0.021], [-0.161, 0.177, -0.075], [0.207, 0.084, 0.088], [-0.037, -0.077, -0.056], [-0.083, -0.053, -0.185], [0.203, 0.530, -0.020], [-0.384, -0.068, -0.132], [0.141, -0.523, 0.319], [-0.033, 0.069, -0.155], [-0.249, 0.238, -0.047], [-1.854, 0.174, 0.476], [-0.070, -0.707, 0.031], [1.352, -0.043, -0.307], [-0.636, 1.436, -0.191], [-0.286, -0.186, 0.138], [-0.037, 0.076, 0.034], [-0.011, -0.088, -0.064], [0.010, 0.023, -0.012], [-0.046, -0.031, -0.047], [0.121, 0.115, 0.103], [0.113, 0.096, -0.016], [0.080, -0.065, 0.075], [-0.119, 0.006, 0.095], [-0.084, 0.024, -0.080], [0.182, -0.065, 0.004], [-0.065, -0.013, -0.047], [0.043, 0.130, -0.016], [0.064, 0.059, 0.110], [0.083, -0.076, 0.032], [-0.098, -0.026, 0.034], [0.086, -0.002, -0.005], [0.068, -0.061, -0.037], [-0.015, -0.047, -0.009], [-0.035, -0.021, 0.077], [-0.024, 0.092, -0.028]], "homo_ev": [-9.5, -9.5], "lumo_ha": [-0.1720, -0.1720], "total_charge": 1, "multiplicity": 1, "e_tot_ha": -2206.2422}

[2]
{"formula": "C4H4N2O", "method": "ωB97M-V with the def2-TZVPD basis set", "symbols": ["C", "C", "C", "C", "N", "N", "O", "H", "H", "H", "H"], "xyz": [[0.38222, -1.09749, 0.07157], [1.67008, -0.65668, -0.13176], [1.09080, 1.56516, 0.08341], [-0.83485, -0.42282, 0.11026], [-2.90392, 0.63409, -0.21642], [-1.96488, -0.16814, -0.09435], [2.01027, 0.66517, -0.17905], [0.12975, -2.21676, 0.19929], [2.62700, -1.14401, -0.31176], [1.49035, 2.61031, 0.20760], [-3.69681, 0.23116, 0.26123]], "forces_ev_per_angstrom": [[1.210, -2.492, -0.371], [-1.761, -0.909, 0.099], [-1.021, -0.461, 0.004], [0.640, 0.307, -0.263], [-1.160, 0.492, -0.186], [1.644, 0.619, 1.003], [-0.007, 3.001, 0.455], [1.216, 1.635, -0.342], [-0.882, -0.950, 0.337], [0.836, -1.001, -0.459], [-0.714, -0.241, -0.276]], "homo_ev": -7.8, "lumo_ha": -0.0153, "multiplicity": 1, "de_lowest_kcal_mol": 176.0, "e_tot_ha": -339.3012}